1.
{"formula": "CH4FOP", "method": "ωB97M-V/def2-TZVPD", "symbols": ["C", "O", "P", "H", "H", "H", "F", "H"], "xyz": [[0.301, -0.289, -1.184], [-0.854, -0.143, -0.374], [-0.077, -1.553, 0.031], [0.094, -0.518, -2.226], [1.065, 0.457, -1.009], [0.755, -0.985, 1.035], [-0.394, 1.680, 2.229], [-0.891, 1.351, 1.498]], "forces_ev_per_a": [[0.20, -0.12, -0.34], [-0.90, 0.84, -0.02], [0.54, -0.46, 0.30], [-0.03, 0.09, 0.06], [0.08, -0.03, 0.05], [0.09, -0.20, 0.12], [-0.48, -0.31, -0.68], [0.49, 0.19, 0.49]], "smiles": "C1OP1.F", "orbital_gap_ha": 0.398, "molar_mass_g_mol": 82.0, "lumo_energy_ev": 0.60, "e_homo_ev": -10.2, "multiplicity": 1, "de_lowest_ev": 2.2638}



2.
{"formula": "C18H43N2O4Si3Ti", "method": "ωB97M-V/def2-TZVPD", "symbols": ["Ti", "C", "N", "C", "C", "O", "C", "O", "C", "C", "O", "N", "C", "C", "H", "H", "H", "H", "H", "H", "H", "H", "H", "H", "H", "H", "H", "H", "H", "H", "C", "O", "Si", "C", "C", "C", "Si", "C", "C", "C", "Si", "C", "C", "C", "H", "H", "H", "H", "H", "H", "H", "H", "H", "H", "H", "H", "H", "H", "H", "H", "H", "H", "H", "H", "H", "H", "H", "H", "H", "H", "H"], "xyz": [[0.187, -0.273, 0.041], [-4.553, 2.076, -0.817], [-3.089, 2.100, -0.656], [-2.478, 3.435, -0.787], [-2.384, 1.046, -0.411], [-1.097, 1.110, -0.301], [-3.032, -0.326, -0.245], [-2.007, -1.276, 0.058], [-2.190, -2.104, 1.204], [-1.088, -1.783, 2.202], [-0.151, -0.987, 1.798], [-1.087, -2.295, 3.389], [-0.046, -1.983, 4.382], [-2.125, -3.229, 3.863], [-5.015, 2.554, 0.046], [-4.803, 2.641, -1.713], [-4.932, 1.066, -0.927], [-3.094, 4.140, -0.234], [-1.470, 3.429, -0.387], [-2.468, 3.718, -1.839], [-3.781, -0.292, 0.548], [-3.528, -0.624, -1.170], [-3.175, -1.953, 1.647], [-2.115, -3.148, 0.891], [0.517, -1.111, 4.075], [-0.538, -1.791, 5.334], [0.612, -2.845, 4.488], [-2.692, -3.655, 3.042], [-1.628, -4.038, 4.393], [-2.789, -2.709, 4.551], [-0.347, -1.897, -2.657], [0.412, -1.118, -1.685], [2.064, -0.444, -1.948], [3.125, -1.895, -2.341], [1.931, 0.721, -3.366], [1.996, 0.252, -0.179], [2.191, 2.179, 0.218], [3.979, 2.599, 0.470], [1.170, 2.504, 1.756], [1.517, 3.204, -1.183], [3.124, -0.849, 1.026], [3.075, -0.195, 2.765], [4.868, -0.869, 0.397], [2.352, -2.579, 1.006], [-0.352, -2.937, -2.343], [0.133, -1.800, -3.628], [-1.357, -1.502, -2.708], [2.688, -2.397, -3.210], [3.241, -2.628, -1.546], [4.116, -1.556, -2.651], [1.848, 0.152, -4.295], [2.837, 1.325, -3.453], [1.082, 1.399, -3.289], [4.455, 2.104, 1.315], [4.029, 3.676, 0.656], [4.570, 2.404, -0.427], [1.631, 2.116, 2.662], [0.136, 2.144, 1.717], [1.105, 3.589, 1.874], [0.527, 2.888, -1.516], [2.179, 3.241, -2.048], [1.430, 4.232, -0.817], [3.634, 0.731, 2.896], [3.556, -0.946, 3.399], [2.065, -0.039, 3.139], [5.276, 0.135, 0.279], [5.012, -1.414, -0.532], [5.473, -1.372, 1.159], [1.610, -2.777, 0.222], [1.890, -2.803, 1.969], [3.142, -3.319, 0.851]], "forces_ev_per_a": [[0.07, -0.02, -0.02], [0.00, 0.00, 0.00], [-0.02, 0.00, 0.02], [0.01, 0.01, 0.00], [-0.04, -0.09, -0.02], [0.10, -0.02, -0.03], [0.04, 0.02, 0.01], [0.01, 0.10, -0.03], [-0.05, -0.01, -0.01], [0.00, -0.03, 0.07], [-0.04, -0.06, -0.04], [0.01, 0.01, -0.01], [0.01, 0.00, -0.01], [0.00, 0.01, 0.00], [0.00, 0.00, 0.00], [0.00, 0.00, 0.00], [0.00, 0.00, 0.00], [0.00, 0.00, 0.00], [0.00, 0.00, 0.00], [0.00, 0.00, 0.00], [0.01, 0.01, 0.01], [0.00, 0.00, -0.01], [0.00, 0.00, 0.00], [-0.01, 0.00, 0.00], [0.00, 0.00, 0.00], [0.00, 0.00, 0.00], [0.00, 0.00, 0.00], [0.00, 0.00, 0.00], [0.00, 0.00, 0.00], [0.00, 0.00, 0.00], [0.00, 0.00, 0.01], [-0.05, 0.02, 0.07], [0.03, 0.04, 0.00], [-0.01, 0.00, -0.01], [-0.04, 0.01, 0.05], [-0.06, 0.08, 0.07], [0.04, 0.01, -0.02], [0.01, -0.02, 0.00], [0.00, 0.00, -0.01], [-0.08, 0.01, -0.02], [0.00, 0.00, -0.07], [-0.01, -0.02, 0.00], [0.02, 0.01, 0.03], [-0.01, 0.01, -0.01], [0.01, 0.00, 0.00], [0.00, 0.00, 0.00], [0.00, -0.01, 0.00], [0.01, 0.00, 0.00], [0.00, -0.01, -0.01], [0.00, 0.01, 0.00], [0.00, 0.00, 0.00], [0.01, -0.01, 0.01], [0.02, 0.00, -0.02], [0.00, 0.00, 0.00], [0.00, 0.00, 0.00], [0.00, 0.00, 0.00], [0.00, -0.01, 0.00], [0.00, 0.00, 0.00], [-0.01, 0.00, 0.01], [0.01, 0.03, -0.03], [0.01, -0.04, 0.01], [-0.01, 0.00, 0.01], [0.01, 0.00, -0.01], [0.00, 0.00, 0.00], [0.00, 0.00, 0.00], [0.00, 0.00, 0.00], [-0.01, 0.00, 0.00], [0.00, 0.00, 0.00], [0.00, 0.00, 0.01], [0.00, 0.00, 0.00], [0.00, -0.01, 0.00]], "orbital_gap_ha": 0.307, "molar_mass_g_mol": 483.7, "lumo_energy_ev": -9.87, "e_homo_ev": -18.2, "charge": 3, "multiplicity": 1, "de_lowest_ev": 0.0000}